A.
Formula: C6H16N2O
Source: OMol25
Level of theory: ωB97M-V with the def2-TZVPD basis set

The value obtained for the HOMO-LUMO gap (spin up / spin down) is 7.952 / 7.955 eV. The HOMO energy (spin up / spin down) is -7.9 / -8.0 eV. The LUMO energy (spin up / spin down) is 0.004 / 0.001 eV.

The geometry in ORCA input format:
```
! wB97M-V def2-TZVPD RIJCOSX def2/J DEFGRID3
* xyz 0 1
C -0.288 0.935 -0.985
C -0.254 0.844 0.900
C 2.168 -1.913 0.732
C -0.855 -1.254 1.864
C -1.346 -0.076 -1.387
C -0.677 2.375 -1.252
N 0.179 -0.346 1.411
N 0.964 0.593 -1.450
O 0.987 -1.494 0.123
H 1.225 -0.359 -1.106
H 1.681 1.285 -1.272
H -1.297 1.096 1.104
H 0.447 1.658 1.085
H 2.134 -1.869 1.831
H 3.032 -1.305 0.421
H 2.376 -2.961 0.467
H -1.201 -0.891 2.837
H -0.427 -2.245 1.990
H -1.718 -1.318 1.191
H -1.036 -1.080 -1.108
H -1.463 -0.038 -2.472
H -2.306 0.154 -0.929
H -1.628 2.621 -0.781
H 0.082 3.067 -0.884
H -0.777 2.520 -2.330
*
```

---

B.
Formula: C6H16N2O
Source: OMol25
Level of theory: ωB97M-V with the def2-TZVPD basis set

The value obtained for the HOMO-LUMO gap is 9.061 eV. The HOMO energy is -8.2 eV. Its SMILES is CCN/C=C/CCN.O. The LUMO energy is 0.822 eV.

The geometry in ORCA input format:
```
! wB97M-V def2-TZVPD RIJCOSX def2/J DEFGRID3
* xyz 0 1
C -2.957 0.732 0.135
C -2.073 0.915 1.387
N -0.780 0.287 1.318
C 0.033 0.608 0.225
C 1.352 0.744 0.275
C 2.165 0.961 -0.963
C 2.142 -0.323 -1.870
N 2.984 -1.367 -1.321
H -2.721 1.507 -0.595
H -4.017 0.804 0.346
H -2.650 -0.195 -0.359
H -2.650 0.727 2.288
H -2.027 2.021 1.465
H -0.274 0.462 2.169
H -0.437 0.773 -0.731
H 1.898 0.799 1.185
H 1.815 1.866 -1.480
H 3.240 1.137 -0.957
H 1.146 -0.752 -1.863
H 2.460 -0.028 -2.870
H 3.868 -1.011 -0.970
H 2.554 -1.788 -0.505
O -1.573 -3.288 1.411
H -1.352 -2.376 1.636
H -2.145 -3.216 0.646
*
```

---

Most stable: B (next structure +2.616 eV)

---

A.
Formula: C6H16N2O
Source: OMol25
Level of theory: ωB97M-V with the def2-TZVPD basis set

The value obtained for the HOMO-LUMO gap is 8.082 eV. The HOMO energy is -7.5 eV. The LUMO energy is 0.537 eV.

The geometry in ORCA input format:
```
! wB97M-V def2-TZVPD RIJCOSX def2/J DEFGRID3
* xyz 0 1
C -0.707 1.667 -1.738
C -0.951 1.117 0.665
C -1.381 0.632 -2.403
O 0.621 1.805 -1.948
H 0.981 2.469 -1.349
H -1.215 2.506 -1.285
H -0.874 0.254 -3.288
H -1.006 0.591 1.615
H -1.981 1.214 0.326
H -0.460 2.073 0.860
H -1.225 -0.470 -1.649
H -2.443 0.804 -2.548
C 0.643 -1.186 1.333
C 1.622 -0.221 1.997
N 1.333 -2.471 1.136
C 0.092 -0.652 0.008
N -0.786 -1.371 -0.701
H -0.199 -1.379 2.005
H 2.176 -2.331 0.586
H 0.745 -3.102 0.601
H -1.475 -1.817 -0.091
H 0.854 -0.175 -0.607
H 2.446 0.007 1.314
H 1.146 0.718 2.270
H 2.044 -0.681 2.890
*
```

---

B.
Formula: C6H16N2O
Source: OMol25
Level of theory: ωB97M-V with the def2-TZVPD basis set

The value obtained for the HOMO-LUMO gap is 8.484 eV. The HOMO energy is -7.7 eV. Its SMILES is CNCC(C)C.NC=O. The LUMO energy is 0.789 eV.

The geometry in ORCA input format:
```
! wB97M-V def2-TZVPD RIJCOSX def2/J DEFGRID3
* xyz 0 1
C -2.764 -0.446 -0.238
N -1.422 -0.781 -0.673
C -0.427 -0.978 0.291
C 0.577 0.424 0.748
C 1.568 -0.161 1.754
C -0.361 1.434 1.404
H -2.861 0.588 0.130
H -3.436 -0.569 -1.073
H -3.074 -1.129 0.554
H -1.083 -0.136 -1.413
H 0.342 -1.660 -0.080
H -0.857 -1.353 1.221
H 1.186 1.003 0.052
H 2.209 -0.902 1.275
H 2.211 0.616 2.170
H 1.045 -0.646 2.576
H -0.949 0.965 2.197
H 0.199 2.266 1.840
H -1.036 1.849 0.656
N 1.733 -0.725 -2.084
C 1.252 0.546 -2.207
O 0.083 0.805 -2.483
H 2.726 -0.880 -2.094
H 1.117 -1.464 -2.375
H 2.020 1.332 -2.147
*
```

---

Most stable: B (next structure +3.887 eV)

---

A.
Formula: C4H7FN2O
Source: OMol25
Level of theory: ωB97M-V with the def2-TZVPD basis set

The value obtained for the HOMO-LUMO gap is 9.762 eV. The HOMO energy is -9.0 eV. Its SMILES is NCC(=O)N/C=C\F. The LUMO energy is 0.810 eV.

The geometry in ORCA input format:
```
! wB97M-V def2-TZVPD RIJCOSX def2/J DEFGRID3
* xyz 0 1
N 1.190 -1.107 1.542
C -0.170 -1.412 1.235
C -0.682 -0.483 0.113
O -1.876 -0.485 -0.131
N 0.303 0.206 -0.531
C 0.207 1.156 -1.562
C -0.749 2.026 -1.702
F -1.625 2.239 -0.726
H 1.391 -0.324 2.182
H 1.753 -1.904 1.797
H -0.198 -2.430 0.837
H -0.897 -1.252 2.076
H 1.237 0.010 -0.258
H 0.925 1.031 -2.359
H -0.808 2.728 -2.516
*
```

---

B.
Formula: C4H7FN2O
Source: OMol25
Level of theory: ωB97M-V with the def2-TZVPD basis set

The value obtained for the HOMO-LUMO gap is 8.865 eV. The HOMO energy is -8.2 eV. Its SMILES is C/N=C/C(F)=C\NO. The LUMO energy is 0.659 eV.

The geometry in ORCA input format:
```
! wB97M-V def2-TZVPD RIJCOSX def2/J DEFGRID3
* xyz 0 1
C -1.480 -0.679 -2.005
N -0.659 -0.315 -0.874
C 0.440 -0.947 -0.625
C 1.299 -0.663 0.504
F 2.466 -1.359 0.435
C 1.151 0.375 1.361
N -0.002 1.105 1.554
O 0.200 2.373 2.149
H -1.070 -1.441 -2.681
H -1.814 0.195 -2.635
H -2.451 -1.039 -1.610
H 0.819 -1.690 -1.335
H 1.938 0.568 2.059
H -0.572 1.172 0.709
H -0.267 2.346 2.993
*
```

---

C.
Formula: C4H7FN2O
Source: OMol25
Level of theory: ωB97M-V with the def2-TZVPD basis set

The value obtained for the HOMO-LUMO gap is 9.518 eV. The HOMO energy is -9.2 eV. The LUMO energy is 0.292 eV.

The geometry in ORCA input format:
```
! wB97M-V def2-TZVPD RIJCOSX def2/J DEFGRID3
* xyz 0 1
C 1.684 -0.616 -0.846
C 0.313 -1.191 -1.051
C -0.822 -0.760 -0.543
C -1.087 0.135 0.660
H 2.655 -1.409 -1.647
H 1.354 0.464 -1.608
H 1.869 -0.527 0.430
H -1.615 -1.277 -0.751
H -2.264 0.326 2.173
H -0.393 1.560 -0.265
H 0.559 2.255 2.106
N -2.175 -0.204 1.262
N -0.137 1.081 0.671
O -0.386 2.091 1.594
F 0.445 -1.929 -2.187
*
```

---

Most stable: A (next structure +2.282 eV)

---

A.
Formula: C4H3NO2
Source: OMol25
Level of theory: ωB97M-V with the def2-TZVPD basis set

The value obtained for the HOMO-LUMO gap is 9.756 eV. The HOMO energy is -9.9 eV. Its SMILES is O=Cc1ncco1. The LUMO energy is -0.175 eV.

The geometry in ORCA input format:
```
! wB97M-V def2-TZVPD RIJCOSX def2/J DEFGRID3
* xyz 0 1
O -2.603 -0.048 0.943
C -2.016 -0.185 -0.102
C -0.541 -0.075 -0.163
N 0.280 -0.193 -1.161
C 1.525 0.013 -0.597
C 1.370 0.247 0.731
O 0.054 0.193 1.017
H -2.539 -0.395 -1.051
H 2.441 -0.021 -1.170
H 2.022 0.458 1.564
*
```

---

B.
Formula: C4H3NO2
Source: OMol25
Level of theory: ωB97M-V with the def2-TZVPD basis set

The value obtained for the HOMO-LUMO gap is 10.553 eV. The HOMO energy is -10.8 eV. Its SMILES is N#CC(C=O)C=O. The LUMO energy is -0.257 eV.

The geometry in ORCA input format:
```
! wB97M-V def2-TZVPD RIJCOSX def2/J DEFGRID3
* xyz 0 1
N 0.397 -0.693 -2.290
C 0.387 -0.118 -1.288
C 0.107 0.387 0.055
C -1.437 0.100 -0.004
O -2.174 0.973 -0.367
C 1.145 -0.257 1.002
O 1.735 -1.267 0.723
H 0.180 1.474 0.156
H -1.768 -0.947 0.106
H 1.419 0.330 1.899
*
```

---

Most stable: A (next structure +0.985 eV)